Entry 1:
A single C9H10 molecule at a distorted geometry, computed with the ωB97M-V functional and the def2-TZVPD basis.

Geometry as XYZ:
```
19
Properties=species:S:1:pos:R:3:lowdin_charge:R:1
H -0.02719 0.61632 1.21596 0.1067
H -0.63391 -1.93578 -0.32281 0.1646
C 1.49909 -0.30670 -0.08046 -0.1945
H -0.19629 2.18656 -0.41742 0.1157
C -0.73914 -0.86404 0.04463 -0.2255
H -0.25759 2.08854 -2.25840 0.1398
H 2.09139 0.66058 1.88369 0.1132
C -0.46832 -0.01115 -1.20255 -0.2233
C -0.13651 1.45402 -1.27771 -0.0894
C 0.41105 -0.32518 0.98725 -0.1995
H 2.38034 -1.19520 1.75181 0.0951
C 1.83168 -0.31586 1.43006 -0.0303
C 0.97596 0.44589 -1.31834 -0.1716
C -3.01942 -0.43569 1.42424 0.0873
H 1.80724 -1.31371 -0.39620 0.1341
H -1.02084 -0.31464 -2.05926 0.1244
H 1.50354 0.52476 -2.21424 0.1056
C -2.02707 -0.60130 0.77915 -0.1115
H -3.97400 -0.35740 2.03061 0.0592
```

Energy relative to the best compared isomer or geometry (same formula, charge and spin) ... 120.05 kcal/mol
Structure (SMILES) ... C#C[C@@H]1[C@H]2C[C@@H]2[C@@H]2C[C@H]12

Entry 2:
A 11-piece molecular cluster, C5H30NO11 overall at a distorted geometry, computed with the ωB97M-V functional and the def2-TZVPD basis.

Geometry as XYZ:
```
47
Properties=species:S:1:pos:R:3:lowdin_charge:R:1
H 0.51456 3.74380 -1.89133 0.0839
H 1.18592 0.01466 2.89731 0.1196
H 2.28041 -1.97321 2.40142 0.0846
H -1.27106 1.34355 -1.74459 -0.0022
C 0.64300 1.26693 0.98752 -0.1265
C 0.59860 -1.26822 1.35127 -0.3189
N -0.38237 -1.41699 0.24751 0.2593
H -0.76062 3.55825 -2.60585 0.0955
O -1.79820 0.53765 -1.77853 -0.0293
H -0.24201 1.92450 1.23722 0.1363
O 4.45169 1.00892 0.67386 -0.0594
H -3.14798 1.77241 2.57930 0.0734
C 1.55442 -2.13636 1.62920 0.0918
H 3.40472 -1.28894 -0.64958 0.0893
O -4.44511 -0.37626 -0.49232 -0.0608
H -2.31340 -3.79991 -1.18857 0.0710
H -1.90936 0.39632 -2.72119 0.0690
O 2.68947 -0.63059 -0.56410 -0.0617
H -0.72964 -2.36117 0.06820 0.1110
O 1.03717 0.92431 -2.63036 -0.0637
O -2.13094 -1.85354 3.07000 -0.0547
O -0.25156 3.14277 -1.88506 -0.0534
H 0.46962 1.54053 -2.12592 -0.0077
H -1.18269 -1.70737 3.23327 0.0213
H -3.53163 -0.25409 -0.74574 -0.0320
H 0.01861 -1.80155 -3.93937 0.0477
H 1.81212 -3.08593 1.21813 0.0791
O -0.01490 -1.52981 -3.01590 -0.0819
H 2.58559 2.17767 1.77287 0.1292
H 0.30845 0.96279 -0.01074 0.0821
C 1.91960 2.05370 0.93036 -0.2458
O 2.18163 2.70649 -0.05394 0.0427
H 3.74781 0.37958 0.80144 -0.0150
H -2.01281 -2.81650 2.93433 0.0566
H -1.18445 -0.82741 0.46481 0.1334
H 4.37238 1.44074 -0.19209 0.0483
H -3.00400 -3.37985 0.09085 0.0724
H 2.70131 -0.38576 -1.52660 0.0722
H -4.51324 -0.04915 0.42141 0.0275
H -0.46818 0.26460 2.29624 0.1037
H 0.42977 -0.66584 -3.13424 -0.0123
C 0.61464 0.11091 2.01145 -0.1139
O -2.13043 -3.44161 -0.31712 -0.0335
H 0.09139 -0.95078 -0.53025 0.1166
H 1.94914 1.19935 -2.71710 0.0659
H -2.66100 1.81889 1.23259 0.0427
O -2.88203 1.13805 1.88548 -0.0534
```

Charge ... +1
Energy relative to the best compared isomer or geometry (same formula, charge and spin) ... 58.50 kcal/mol

Entry 3:
A single C31H41ClN4O4 molecule, computed with the ωB97M-V functional and the def2-TZVPD basis.

Geometry as XYZ:
```
81
Properties=species:S:1:pos:R:3:lowdin_charge:R:1
C 0.16697 5.51308 1.96877 -0.1993
H 0.27722 4.46396 -0.59418 0.1535
H 2.15603 -2.10900 -4.25518 0.1626
O 0.71381 -0.98712 -3.25477 0.0106
H -4.76277 -1.57949 -1.69620 0.1111
H -4.50677 -3.58840 1.91195 0.1224
C 0.67929 3.81932 0.19387 -0.3130
H -7.74088 -3.02391 0.11776 0.1193
N -0.20208 -0.18233 -0.49001 -0.0138
H 2.65039 0.32255 -0.99831 0.1731
H -3.28167 -1.78787 1.62708 0.1259
C -6.38721 -2.51715 1.70965 -0.3748
C 5.66660 -1.91584 -0.01040 -0.2136
H -1.02499 -0.71262 1.31126 0.1307
H -7.48895 -4.27328 2.31378 0.0794
O 4.91438 -1.37829 -2.81598 0.0977
H 2.19958 -2.52381 -1.79682 0.1692
C -1.37391 -0.35938 0.33691 -0.1329
H -6.00595 -1.60662 2.18676 0.1392
H -5.69236 -3.06353 -1.46107 0.1231
H 8.99619 -1.76237 -0.58035 0.1063
H 3.39481 0.18959 -4.71471 0.1151
H -6.21947 -0.38565 -0.07913 0.1035
C 1.87875 0.97541 -3.36434 0.0494
H -8.15164 -1.51948 0.94827 0.1141
H -6.44495 -3.61271 3.57334 0.0753
H -7.19725 -1.12029 -1.34963 0.1094
N -4.45992 -2.56239 0.11005 -0.1743
H 0.29660 3.38294 2.26652 0.1203
H -2.63802 -1.05676 -1.26238 0.1040
C 6.90260 -2.26388 2.02941 -0.1070
H 2.69261 3.91007 -0.57336 0.1165
O -0.59069 2.95914 -2.19211 0.0839
H 4.77164 -2.27529 1.90545 0.1160
C 4.11600 -1.57645 -1.92979 -0.4119
H -1.13240 3.89807 1.35908 0.1175
C 1.65802 5.78475 2.14261 -0.2091
C -6.55284 -1.33869 -0.49661 -0.1765
H 1.93042 2.04493 -3.37188 0.1192
H -1.86238 0.61284 0.46069 0.1326
H 6.92507 -2.45576 3.09045 0.1048
C 0.97266 -0.80270 -0.25494 -0.4126
C -2.35143 -1.37192 -0.25870 -0.1404
C -5.19903 -3.29368 1.11960 -0.1725
H -4.10272 -0.53447 0.68403 0.1196
H 1.81206 6.81892 2.45467 0.1084
C 1.93082 -0.41495 -1.36421 -0.0741
H 3.47077 5.69756 0.97393 0.1101
C -7.32200 -2.11908 0.56590 -0.1805
C 8.08673 -2.11820 1.32313 -0.6858
C 2.17439 4.08633 0.37133 -0.1495
N 4.41556 -1.82546 -0.62447 0.1439
H -1.86498 -2.34405 -0.33975 0.1277
C -5.34025 -2.15157 -0.96835 -0.1860
C 6.86316 -1.77157 -0.70769 -0.0035
N 0.46122 2.45778 -0.25586 0.1294
C 2.40241 5.52148 0.83729 -0.1985
C -0.15672 2.14591 -1.40775 -0.4407
C 0.98294 0.16060 -2.46028 -0.3376
O 1.24257 -1.50738 0.69694 0.0789
C 5.69862 -2.16214 1.36188 -0.0188
H -7.95876 -2.80128 3.16568 0.0761
C 8.06935 -1.87304 -0.04027 -0.0972
C -0.06546 4.07823 1.50417 -0.1492
C 2.58894 0.06593 -4.02156 0.0162
C -0.24122 0.63409 -1.69091 -0.0746
H 2.57745 3.39237 1.11422 0.1206
C 2.61018 -1.56260 -2.12287 -0.0923
H -0.24344 6.20173 1.22763 0.1168
C 2.06769 -1.27995 -3.56060 -0.2137
H -5.57505 -4.20712 0.64635 0.1288
H -0.35641 5.68329 2.91131 0.1095
C -3.59914 -1.51213 0.61842 -0.2040
H 2.04386 6.21007 0.06968 0.1169
H 2.05712 5.13619 2.92588 0.1138
H 3.62761 -1.95828 0.00174 0.1320
H -1.14587 0.44213 -2.27452 0.1706
H 6.84340 -1.58209 -1.76766 0.1013
Cl 9.59769 -2.24471 2.15465 0.6604
C -7.11475 -3.35253 2.75659 -0.0746
H 0.77014 1.71999 0.35890 0.1456
```

Energy relative to the best compared isomer or geometry (same formula, charge and spin) ... 10.72 kcal/mol
Structure (SMILES) ... C[C@@H]1CCCN(CCCN2C(=O)[C@H]3[C@H](C(=O)Nc4ccc(Cl)cc4)[C@@H]4C=C[C@]3(O4)[C@@H]2C(=O)NC2CCCCC2)C1

Entry 4:
C3H9N as an isolated structure at a distorted geometry, computed with the ωB97M-V functional and the def2-TZVPD basis.

Geometry as XYZ:
```
13
Properties=species:S:1:pos:R:3:lowdin_charge:R:1
H 1.01135 1.13585 0.07400 -0.0128
H -0.75895 1.41219 0.75406 0.1093
H 2.45833 0.42078 -0.59999 0.1396
C -1.18576 0.59300 -0.06393 -0.1613
C -0.63481 -0.97434 0.30095 -0.2065
H -1.43706 -1.48147 -0.65124 0.1674
H -1.03827 0.80308 -1.13220 0.0544
H -0.60293 -1.46217 1.32331 0.0986
C 1.51596 0.24685 0.21145 -0.2269
N 0.75093 -0.82000 -0.35484 -0.2375
H 0.35947 -0.35789 -1.35938 0.1384
H 1.81789 0.00372 1.26906 0.0957
H -2.25614 0.48041 0.22876 0.0417
```

Energy relative to the best compared isomer or geometry (same formula, charge and spin) ... 92.42 kcal/mol

Entry 5:
C2H4BrO3S as an isolated structure at a distorted geometry, computed with the ωB97M-V functional and the def2-TZVPD basis.

Geometry as XYZ:
```
11
Properties=species:S:1:pos:R:3:lowdin_charge:R:1
H -1.55736 1.08518 1.56720 0.0632
O 2.24831 -0.76143 0.28565 -0.4320
H -0.39286 -1.21825 1.04147 0.0490
C -0.74734 1.00250 0.82670 -0.2124
H -0.96120 1.59241 -0.04405 0.0516
Br -1.97991 -1.08788 -1.04255 0.5373
S 1.31107 -0.60130 -0.85104 0.4577
O 1.40880 0.76109 -1.41867 -0.4315
H 0.23521 1.27743 1.20502 0.0731
O 1.17883 -1.63213 -1.90207 -0.4347
C -0.74354 -0.41761 0.33233 -0.7213
```

Charge ... -1
Energy relative to the best compared isomer or geometry (same formula, charge and spin) ... 10.79 kcal/mol

Entry 6:
A single C15H30NO5P molecule, computed with the ωB97M-V functional and the def2-TZVPD basis.

Geometry as XYZ:
```
52
Properties=species:S:1:pos:R:3:lowdin_charge:R:1
H 2.14081 -4.36285 5.22229 0.1053
C -1.47689 3.63640 -2.40013 -0.1942
C -0.92217 7.07664 1.64758 0.0202
O 2.99784 -4.48317 -1.92730 -0.4225
H -1.40711 3.92484 -3.45069 0.1142
P 2.45844 -3.10388 -1.84138 0.7332
O -1.69633 -1.56782 -2.19497 0.1408
H -0.85624 6.97571 2.72957 0.0891
H 0.69143 -3.50835 4.64059 0.1024
H -2.12446 1.72658 -3.17357 0.1113
H -0.12645 -4.80195 -0.67664 0.1261
H 1.88204 -4.86583 0.54141 0.1104
H -0.14692 7.76168 1.30222 0.0941
H -0.76247 0.13430 -3.86216 0.1241
H 2.06325 -2.15326 3.31889 0.0556
H -0.03304 1.21165 -1.10571 0.1220
O -1.22748 5.58066 -0.21552 -0.0474
H -0.23170 -5.19682 1.95738 0.1106
C -2.64032 4.38716 -1.73893 -0.1778
C 0.20102 -3.82741 -0.30510 -0.1634
H 0.16852 -3.38648 -2.40256 0.1319
H 1.19890 -5.83458 3.64792 0.1037
H -2.80955 5.33480 -2.25938 0.1150
H 2.63692 -2.34726 -3.01594 0.0168
C 1.52358 -4.88128 3.22529 -0.2056
H -3.23025 5.20807 0.17155 0.1287
C 1.68704 -3.87577 4.35896 -0.2995
C -0.70855 5.71981 1.04378 -0.5228
C 1.20863 -4.05194 0.82268 -0.2346
C 0.66958 -3.00129 -1.51053 -0.4157
C 0.52192 -4.42734 2.13712 -0.2073
H 0.89860 -0.06319 -3.27439 0.1142
H -0.68500 -3.30992 0.07369 0.1242
N 2.56997 -2.76599 3.95059 -0.0071
H -1.89677 7.47489 1.36977 0.0853
H 3.03510 -2.30365 -0.84053 0.0270
H 0.53074 2.06881 -2.53366 0.1107
H 2.76829 -2.19122 4.76228 0.0590
H 1.81764 -3.15912 1.00349 0.1006
O -0.10705 4.82460 1.58026 0.1233
C -0.13873 0.08537 -2.96832 -0.0943
C -1.60502 2.10742 -2.29061 -0.1938
H -0.00397 -3.54458 2.52058 0.1075
H 2.49904 -5.04139 2.75820 0.1077
C -0.58681 -1.10220 -2.17266 -0.4797
C -0.24487 1.39539 -2.16070 -0.1694
H -2.15254 3.79330 0.28466 0.1284
O 0.38130 -1.59760 -1.33884 -0.0605
H -2.23733 1.85945 -1.43399 0.1116
H -3.57036 3.81535 -1.79332 0.1182
C -2.36699 4.70689 -0.28044 -0.1830
H -0.55522 3.94638 -1.90280 0.1057
```

DFT total energy ... -37057.944 eV
Structure (SMILES) ... CC(=O)OCCCCCCC(=O)O[C@H](CCCCCN)[PH2]=O